60
Properties=species:S:1:pos:R:3 method="wB97M-V/def2-TZVPD" lumo_ev=-3.615 charge=+1 relative_energy_kj_mol=9.17 gap_ha=0.2854
Pt 0.4618 0.5548 0.0287
O 0.7249 4.1935 -1.5108
C 0.4272 3.0686 -1.2083
O 0.6263 2.5373 -0.0227
C -0.2131 2.1418 -2.2225
C -0.5646 2.6058 -3.4703
C -1.2200 1.7458 -4.3392
C -1.4803 0.4488 -3.9299
C -1.0791 0.0472 -2.6680
N -0.4638 0.8819 -1.8318
H -0.3335 3.6320 -3.7185
H -1.5281 2.0846 -5.3191
H -1.9901 -0.2548 -4.5719
H -1.2613 -0.9568 -2.3210
C -0.1224 -2.5473 -0.4869
N 0.7078 -1.4877 0.0914
C 1.8513 -1.7900 0.6350
C 2.5509 -0.7827 1.3259
C 3.6596 -0.6990 2.1692
C 3.6287 0.5765 2.7360
C 2.5091 1.2418 2.2249
N 1.8776 0.4180 1.3841
C -1.4903 -2.6441 0.1521
C -2.4344 -1.6238 0.0733
C -3.6637 -1.7431 0.7040
C -3.9736 -2.8963 1.4103
C -3.0508 -3.9293 1.4755
C -1.8179 -3.8007 0.8527
H 0.3958 -3.4901 -0.3059
H -0.1687 -2.4245 -1.5717
H 2.1982 -2.8186 0.6234
H 4.3764 -1.4804 2.3638
H 4.3243 0.9837 3.4502
H 2.1431 2.2383 2.4167
H -2.2264 -0.7159 -0.4752
H -4.3805 -0.9338 0.6378
H -4.9321 -2.9911 1.9026
H -3.2860 -4.8350 2.0181
H -1.0970 -4.6068 0.9261
Cl -2.3967 2.4773 -0.2190
C -2.1770 1.5265 1.2030
C -1.0823 0.6626 1.4145
C -1.1476 -0.1052 2.5989
Cl -0.0231 -1.3223 3.0602
C -2.2114 0.0126 3.5021
Cl -2.2617 -0.9539 4.9181
C -3.2494 0.8987 3.2717
Cl -4.5437 1.0400 4.3794
C -3.2283 1.6551 2.1119
Cl -4.5290 2.7289 1.8000
C 3.6062 2.1807 -0.9857
C 3.1898 0.9191 -1.6621
C 4.1198 0.2600 -2.6285
O 2.1094 0.3618 -1.4460
H 4.6140 2.4710 -1.2666
H 3.5472 2.0432 0.0943
H 2.9180 2.9904 -1.2383
H 4.8611 0.9477 -3.0252
H 3.5574 -0.2132 -3.4313
H 4.6422 -0.5298 -2.0798

---

15
Properties=species:S:1:pos:R:3 method="wB97M-V/def2-TZVPD" lumo_ev="0.913 / -2.630" charge=0 s_squared=2.025 relative_energy_kj_mol=30.30 multiplicity=3 gap_ha="0.2446 / 0.2353"
C 1.1227 -1.1174 -0.1055
C 1.6412 0.1446 -0.5517
C -0.2108 -1.2502 -0.0121
C 2.6467 0.7359 0.1259
C -2.6149 0.5012 0.6543
O -2.9331 -0.2419 -0.5696
Si -1.3849 0.0233 -0.6397
H 1.8835 -1.8576 0.2673
H 1.1595 0.7057 -1.3246
H -0.7868 -1.9416 0.5891
H 2.9715 1.6240 -0.2202
H -2.6462 -0.0103 1.6061
H -3.0697 1.4277 0.7361
H 3.0785 0.2897 1.0087
H -0.8573 0.9670 -1.5642

---

40
Properties=species:S:1:pos:R:3 method="wB97M-V/def2-TZVPD" lumo_ev="-6.904 / -11.154" charge=+2 s_squared=6.039 multiplicity=5 gap_ha="0.3307 / 0.1917"
H 1.1566 3.4455 1.0286
N 0.4628 1.8434 -0.1167
B -0.1967 0.3394 -2.2610
N 0.1091 1.6778 -1.4667
C 0.3893 2.8393 -2.1032
Pt 1.0144 0.6087 1.3928
H 0.3056 2.9413 -3.1815
C 0.8531 3.7778 -1.1898
H 1.1939 4.7899 -1.3487
C 0.8542 3.1367 0.0430
H 0.3445 0.5022 -3.3676
C -2.3578 -2.8352 3.2625
H -1.6295 -2.9309 4.0753
H -2.1455 -2.0992 2.5077
H -2.4679 -3.8634 2.8592
N -1.7698 -0.0420 -2.6393
N 0.8376 -0.5878 -1.4910
N -2.8100 -0.2600 -1.7088
N 1.2876 -0.5370 -0.1721
C -2.3537 -0.1238 -3.8757
C 1.5838 -1.5240 -2.1282
H -1.7442 -0.0501 -4.7748
H 1.4090 -1.7180 -3.1693
C -3.7345 -0.3012 -3.7020
C 2.5358 -2.0535 -1.2511
C -3.9683 -0.3966 -2.2888
C 2.3530 -1.3992 -0.0575
H -4.5409 -0.3384 -4.4010
H 3.2434 -2.8425 -1.4368
H -4.8352 -0.5247 -1.6351
H 2.8389 -1.4696 0.9182
H -3.2689 -2.6793 3.7415
F 0.7916 -0.6229 5.1005
C 1.3882 -0.4804 3.9148
F 2.2085 -1.5185 3.7310
F 0.2604 -0.7802 3.0559
S 2.4780 1.2606 3.6360
O 1.2933 2.1427 3.2478
O 3.2208 1.6799 4.8012
O 3.4093 0.9931 2.4508